# 1
Density functional theory data (the ωB97M-V functional and the def2-TZVPD basis) for 9 unconnected molecules or ions with the total composition C16H34Cl16O6 at a distorted geometry.

The geometry in XYZ format:
```
72
Properties=species:S:1:pos:R:3:forces:R:3:lowdin_charge:R:1
Cl 0.406812 3.415046 0.264567 -0.3 1.1 -0.2 0.53
C 1.446742 4.744416 0.869297 0.6 -1.0 0.0 -1.91
Cl 2.832932 3.746196 1.621657 -0.7 1.3 0.0 0.45
Cl 2.106052 5.726816 -0.456853 -0.2 -0.4 0.4 0.53
Cl 0.578112 5.792636 2.005157 0.6 -0.5 -0.6 0.52
Cl -2.649058 -5.965264 2.620357 0.4 1.3 -0.7 0.47
C -2.350468 -4.453444 1.598757 -0.4 -0.4 0.4 -1.89
Cl -2.793648 -2.984864 2.528467 0.0 -0.7 -0.4 0.52
Cl -0.636258 -4.304834 1.167187 -0.7 -0.4 -0.1 0.58
Cl -3.429138 -4.609474 0.147407 0.7 0.2 0.9 0.55
Cl 2.947652 -3.755204 -0.482603 0.1 0.3 0.0 0.51
C 3.655952 -2.732484 -1.789753 -1.0 -1.4 -0.4 -0.62
C 2.593592 -2.145344 -2.703383 0.2 1.3 0.2 -0.65
Cl 1.855612 -3.283314 -3.872613 0.4 0.1 0.4 0.58
H 4.150232 -3.448754 -2.446063 0.6 0.1 0.3 0.05
H 4.355462 -2.035084 -1.328853 -0.3 0.1 -0.2 0.07
H 3.149222 -1.387724 -3.255993 -0.1 -0.1 -0.5 0.07
H 1.767772 -1.604794 -2.240863 0.1 -0.3 0.4 0.06
Cl 2.169402 0.512046 6.406357 -0.1 0.1 0.1 0.56
C 0.995672 1.842356 6.076337 0.4 -0.5 0.7 -0.63
C 1.401102 2.559576 4.832077 0.2 -0.8 -1.0 -0.72
Cl 0.070012 3.594186 4.355647 -0.5 0.7 0.0 0.59
H 0.994112 2.439956 6.987907 -0.2 0.1 -0.3 0.07
H 0.030222 1.371126 5.892067 0.1 0.1 0.3 0.07
H 1.434972 1.813406 4.038237 0.3 0.0 0.0 0.02
H 2.354152 3.087316 4.796277 -0.2 0.1 0.5 0.06
Cl -4.060538 0.023716 -1.094853 -0.1 0.4 0.1 0.59
C -3.665028 1.737376 -1.396763 0.8 1.0 -0.2 -0.66
C -4.305108 2.740196 -0.422583 -1.1 -0.2 -1.1 -0.67
Cl -3.659258 2.523896 1.173137 0.3 -0.3 1.1 0.59
H -3.818878 1.932926 -2.457983 -0.7 0.1 0.1 0.06
H -2.586068 1.866676 -1.311843 0.1 -0.3 0.3 0.03
H -5.390488 2.639986 -0.424163 0.0 -0.5 0.3 0.07
H -4.209988 3.807886 -0.620273 0.7 -0.2 -0.7 0.07
Cl 6.844012 2.607376 5.612657 -0.5 0.3 0.0 0.55
C 5.206312 2.227216 4.945527 0.4 -0.8 0.3 -0.64
C 5.211922 0.707016 4.719577 1.1 0.7 0.0 -0.70
Cl 3.984782 0.306516 3.533627 -0.4 -0.4 -0.5 0.59
H 5.119282 2.706806 3.970577 0.0 0.1 0.2 0.05
H 4.431052 2.561136 5.635147 0.2 0.0 0.0 0.05
H 5.166002 0.061476 5.596657 -0.5 0.4 0.1 0.07
H 6.190842 0.519016 4.278567 -0.2 -0.3 -0.3 0.05
O -3.712878 -4.378644 -4.173613 0.2 1.2 1.5 -0.08
C -3.223788 -3.275174 -3.307183 0.9 -0.5 -1.8 -0.20
C -1.690068 -3.405534 -3.075983 -1.0 -0.3 0.7 -0.23
O -1.368108 -4.674404 -2.455963 -0.4 0.2 -0.8 -0.12
H -3.079638 -5.092234 -4.066893 0.1 -0.2 0.1 0.06
H -3.449958 -2.394904 -3.908903 0.3 0.2 0.1 0.10
H -3.749628 -3.105104 -2.367673 -0.3 -0.8 0.1 0.07
H -1.373528 -2.654294 -2.352423 0.1 0.5 -0.4 0.10
H -1.152148 -3.353024 -4.022553 0.0 0.1 0.2 0.09
H -2.161138 -4.902944 -1.965593 0.1 -0.3 0.4 -0.01
O -0.288188 -1.242474 -0.146743 -0.7 0.6 -0.3 -0.10
C -0.923138 -0.089604 0.444847 1.0 -0.9 -0.3 -0.23
C 0.128322 0.466046 1.388597 -0.8 1.1 1.5 -0.28
O 0.494202 -0.527724 2.358927 0.1 -0.2 -0.6 -0.08
H -0.179588 -1.776564 0.643547 0.4 -0.6 -0.1 0.00
H -1.231908 0.613446 -0.328763 0.4 0.0 -0.1 0.08
H -1.846238 -0.449424 0.899297 0.0 0.4 0.6 0.08
H -0.245608 1.287946 1.999147 -0.6 0.3 -0.2 0.08
H 0.973172 0.941166 0.890007 0.2 -0.8 -0.4 0.08
H 1.433262 -0.447054 2.541307 0.1 -0.1 0.0 0.04
O -1.746688 1.706056 -6.421033 0.4 0.0 -0.2 -0.06
C -1.985838 1.645376 -5.023453 1.0 0.8 -0.4 -0.24
C -0.802198 1.201276 -4.145113 -1.2 0.2 0.0 -0.25
O -0.753508 -0.180504 -4.158303 0.5 -1.8 -0.1 -0.07
H -2.039928 0.916136 -6.881073 0.0 -0.1 0.3 0.08
H -2.192928 2.680556 -4.752123 -0.5 0.0 0.2 0.11
H -2.821068 0.970696 -4.835563 -0.1 0.1 0.4 0.12
H -1.108778 1.482136 -3.137523 0.2 0.2 0.3 0.09
H 0.202212 1.587496 -4.318603 -0.3 0.7 -0.4 0.13
H -0.000768 -0.452464 -4.688413 -0.1 -0.3 0.0 0.09
```
Forces are in eV/Å.

Output
HOMO ... -9.927 eV
Orbital gap ... 9.54 eV
SMILES ... ClC(Cl)(Cl)Cl.ClC(Cl)(Cl)Cl.ClCCCl.ClCCCl.ClCCCl.ClCCCl.OCCO.OCCO.OCCO
Total charge ... 0
LUMO energy ... -0.385 eV



# 2
Density functional theory data (the ωB97M-V functional and the def2-TZVPD basis) for a molecular structure, C16H34ClFInN4O4 at a distorted geometry.

The geometry in XYZ format:
```
61
Properties=species:S:1:pos:R:3:forces:R:3:lowdin_charge:R:1
C -1.922719 -1.183395 0.773952 0.9 0.1 -1.0 -0.13
C -0.425699 -1.453914 0.377346 -0.5 -0.6 1.3 -0.71
Cl -0.512252 -2.635859 -1.070631 0.2 0.6 -0.3 0.53
C 0.339449 -2.155409 1.509422 0.0 0.1 -0.7 -0.34
In 1.375268 -0.804525 2.970790 -1.3 0.1 0.3 0.67
C 0.851990 1.357850 2.808226 0.2 0.2 -0.7 -0.30
C 1.086123 2.021327 1.409156 0.0 0.3 0.8 -0.28
C 2.373856 1.588659 0.678011 -0.4 1.4 0.0 -0.20
F 2.015694 1.102112 -0.600292 0.4 -0.4 0.2 -0.09
N 3.526007 -1.118299 2.843829 -1.2 1.0 -2.6 0.01
C 3.839736 -1.694090 3.816546 0.5 0.7 0.3 -0.67
O 4.231059 -2.116320 4.822101 1.0 -1.8 2.5 0.05
H -2.514877 -1.988593 0.319169 0.0 0.2 0.5 0.04
H -2.238163 -0.244389 0.301805 -0.1 -0.2 0.4 0.05
H -2.026114 -1.165686 1.864803 0.0 0.1 -0.3 0.07
H 0.084258 -0.568018 -0.010036 -0.2 -0.3 -0.1 0.06
H -0.366108 -2.817859 2.038359 0.3 0.2 -0.1 0.03
H 1.104482 -2.815133 1.067725 -0.1 0.3 0.2 0.02
H 0.846282 -1.342620 4.613829 0.3 0.1 -0.2 -0.08
H 1.434390 1.928814 3.554121 -0.2 -0.3 -0.1 0.03
H -0.213646 1.482385 3.075830 0.3 -0.2 0.0 0.01
H 0.187021 1.932318 0.761241 0.8 -0.3 0.3 0.08
H 1.190856 3.110685 1.595188 -0.1 -0.3 -0.3 0.08
H 3.016152 0.899909 1.244568 -0.5 -0.4 -0.4 0.08
H 2.981773 2.486322 0.487445 -0.1 -0.4 -0.1 0.09
C 4.516845 3.128454 -2.356061 0.0 -0.1 0.1 -0.35
O 3.954556 3.641646 -1.411290 0.0 0.2 -0.1 0.01
N 3.927590 2.833959 -3.534966 0.2 0.0 -0.1 -0.20
C 4.651872 2.218740 -4.626256 -0.3 0.1 0.1 -0.07
C 2.518982 3.145410 -3.704981 0.0 0.0 0.3 -0.04
H 5.584932 2.849715 -2.322457 0.0 0.0 -0.1 0.13
H 4.621784 2.874811 -5.500241 0.1 -0.1 -0.1 0.08
H 4.188214 1.262103 -4.877666 0.1 0.0 -0.1 0.09
H 5.690254 2.046702 -4.347481 0.0 0.0 0.1 0.08
H 2.363961 4.217457 -3.569100 -0.1 0.0 0.0 0.09
H 1.936160 2.613015 -2.951155 -0.1 0.1 0.0 0.09
H 2.187803 2.851285 -4.699048 0.1 0.0 0.0 0.08
C -2.771619 -7.191689 -0.278223 0.0 0.0 0.0 -0.37
O -1.893287 -7.163215 0.559707 0.0 0.0 -0.1 0.02
N -2.787008 -6.468813 -1.418376 -0.2 -0.2 -0.1 -0.20
C -3.873926 -6.564296 -2.368118 0.3 0.1 0.1 -0.07
C -1.678320 -5.565159 -1.704113 0.0 -0.3 0.4 -0.08
H -3.661181 -7.839350 -0.168207 0.0 0.0 -0.1 0.13
H -3.486374 -6.898959 -3.333876 -0.2 0.0 -0.1 0.08
H -4.340247 -5.583414 -2.488008 -0.1 -0.1 -0.1 0.09
H -4.624538 -7.273989 -2.021994 0.0 0.0 0.0 0.08
H -0.750512 -6.138719 -1.744055 0.1 0.1 0.0 0.09
H -1.595417 -4.827703 -0.906986 0.1 -0.1 -0.2 0.02
H -1.837692 -5.059043 -2.653862 -0.1 0.0 0.0 0.08
C -2.963025 2.871670 0.916963 0.0 -0.1 0.0 -0.33
O -2.078358 2.127441 0.540864 -0.2 0.4 0.1 0.02
N -2.792937 3.961467 1.700123 -0.3 -0.1 -0.1 -0.20
C -3.902884 4.796015 2.106034 0.3 0.0 0.0 -0.07
C -1.451361 4.299719 2.145206 0.0 -0.3 -0.2 -0.03
H -4.018473 2.706922 0.636021 0.0 0.0 0.0 0.13
H -3.743946 5.815298 1.744887 -0.1 0.0 0.1 0.09
H -3.970935 4.806890 3.196539 -0.1 0.1 0.0 0.09
H -4.837828 4.416344 1.696326 0.0 0.0 0.0 0.08
H -0.817954 4.466821 1.273033 0.1 0.0 0.1 0.09
H -1.045235 3.463023 2.714554 0.2 0.1 0.0 0.08
H -1.468351 5.194426 2.764732 -0.1 0.0 0.0 0.09
```
Forces are in eV/Å.

Output
HOMO ... -4.834 eV
Orbital gap ... 7.21 eV
Total charge ... -1
LUMO energy ... 2.379 eV



# 3
Density functional theory data (the ωB97M-V functional and the def2-TZVPD basis) for a molecular structure, C16H34CoP2 at a distorted geometry.

The geometry in XYZ format:
```
53
Properties=species:S:1:pos:R:3:forces:R:3:mulliken_spin:R:1
P 0.225847 -0.774924 -5.384997 -1.3 -3.4 -4.0 0.22
P 1.251363 2.517833 -3.885346 -1.3 0.5 -2.7 -0.12
C 0.531399 0.901737 -6.075537 0.5 0.5 0.6 0.13
C 1.734280 1.443133 -5.270783 0.3 0.2 -1.5 0.08
H -0.375558 1.539198 -6.022609 0.6 -0.5 0.0 0.01
H 0.762459 0.704309 -7.138832 -0.1 0.0 0.5 -0.02
H 2.307167 0.603727 -4.812980 -0.2 0.7 -0.3 0.02
H 2.417356 2.002035 -5.919892 -0.1 -0.1 -0.3 0.00
C -0.049044 3.623117 -4.540971 0.3 0.0 -0.6 0.00
H -0.357471 4.279166 -3.707094 0.1 -0.3 -0.5 0.00
H -0.906645 3.015227 -4.882709 0.2 0.6 0.1 0.00
H 0.412137 4.207412 -5.361004 -0.7 -0.1 0.1 0.00
C 2.717946 3.640228 -3.738362 -0.5 0.1 -0.1 0.03
H 2.353761 4.614656 -4.110528 0.5 -0.2 0.3 0.00
H 3.530416 3.239628 -4.356436 0.0 0.4 0.4 0.00
H 2.971681 3.708949 -2.651615 0.3 0.2 -0.7 0.00
C -1.181993 -1.340384 -6.528672 -0.8 0.4 0.0 0.02
H -1.147917 -2.439270 -6.590226 0.0 0.5 -0.1 -0.02
H -1.022407 -0.905171 -7.533690 0.1 -0.3 0.5 0.00
H -2.201975 -1.075793 -6.205374 0.7 -0.2 -0.4 0.00
C 1.310056 -1.802873 -6.532698 0.7 0.6 0.2 0.00
H 2.376902 -1.677919 -6.297517 -0.2 -0.1 -0.2 -0.01
H 1.096237 -1.483765 -7.564829 0.4 -0.1 0.4 0.00
H 1.032575 -2.866358 -6.439509 0.2 0.5 0.1 0.00
Co 1.558075 2.152916 -2.053993 0.6 -1.9 5.5 1.81
C -2.170537 -0.550437 -4.034608 -0.2 1.4 -0.1 0.02
C -3.302601 -1.255753 -3.892825 -0.3 -0.3 -0.1 0.02
C -3.356295 -2.634490 -3.277667 0.0 0.3 0.9 0.06
C -1.955594 -3.277117 -3.114596 -0.1 -0.4 0.9 0.08
C -0.887953 -3.163342 -4.133615 -0.1 -0.9 -0.9 0.53
C 0.212770 -2.298185 -4.013500 1.2 3.2 2.2 0.09
C 0.093241 -1.343691 -2.790658 0.6 -0.2 0.1 0.05
C -1.202569 -0.477061 -2.881037 0.6 -1.3 1.2 0.02
C 2.551297 1.104771 -0.548930 0.0 0.2 -0.3 -0.03
H -2.027418 0.236441 -4.838857 -1.0 -0.3 1.6 0.00
H -4.278131 -0.792252 -4.013066 0.0 -0.3 -1.4 0.00
H -4.047360 -3.325606 -3.824395 0.5 0.8 0.2 -0.01
H -3.778285 -2.505153 -2.251534 0.1 -0.5 -0.5 0.00
H -1.544340 -2.883097 -2.177793 -0.1 -0.1 -0.2 0.00
H -2.050427 -4.349713 -2.925854 -0.4 -0.1 -0.1 0.04
H -0.727568 -3.951129 -4.863378 -0.5 -0.1 0.0 -0.03
H 1.240372 -2.683358 -4.178026 -0.7 0.0 0.0 0.01
H 0.968833 -0.683093 -2.690953 -0.2 -0.1 -0.4 0.01
H 0.111236 -1.895855 -1.850126 -0.1 -0.2 0.0 -0.01
H -1.818268 -0.791576 -2.012844 0.5 0.6 -0.3 0.01
H -0.911300 0.571985 -2.751644 -0.2 -0.1 0.0 -0.01
H 2.995485 1.845063 0.153780 -0.1 -0.6 -0.3 0.01
H 3.337913 0.450824 -0.977704 -0.2 0.2 0.5 0.01
H 1.802410 0.491348 -0.001742 0.4 0.2 -0.2 -0.01
C -0.003313 3.051941 -1.091031 0.0 0.2 -0.5 -0.04
H 0.391062 3.934640 -0.575792 -0.2 0.0 0.1 0.01
H -0.363268 2.341366 -0.332329 0.0 0.1 -0.2 -0.01
H -0.832238 3.356619 -1.745684 -0.1 0.0 0.3 0.00
```
Forces are in eV/Å.

Output
HOMO (spin up / spin down) ... -4.530 / -5.638 eV
Orbital gap (spin up / spin down) ... 3.47 / 3.46 eV
Total charge ... 0
Multiplicity ... 4
Relative energy (zero: lowest compared OMol25 entry of this formula, charge and spin) ... 5.3721 eV
LUMO energy (spin up / spin down) ... -1.059 / -2.173 eV
⟨S²⟩ ... 3.86



The following E_tot values (in eV) correspond, in order, to the records above: -229784.38089, -51708.07513, -73336.56450.